[1]
Density functional theory data (ωB97M-V with the def2-TZVPD basis set) for a molecular structure, C16H15Cl2N8OPtS at a distorted geometry.

Calculated values
E_HOMO in eV: -10.70
Total charge: +1
Strongest force on any atom in eV/Å: 1.1
E_LUMO in eV: -3.304
Frontier orbital gap in Eh: 0.2720
Energy above the lowest of the compared OMol25 structures with the same formula, charge and spin in kcal/mol: 3.5

Positions of all 44 atoms, in Å:
Pt1 0.64 -0.06 -1.09
C1 1.74 4.74 0.04
C2 2.54 3.66 -0.59
N1 3.80 3.70 -0.89
N2 4.07 2.46 -1.39
C3 3.00 1.67 -1.41
S1 2.79 0.05 -1.90
N3 2.02 2.43 -0.92
N4 0.73 1.95 -0.72
H1 2.38 5.61 0.17
H2 1.37 4.42 1.01
H3 0.89 5.02 -0.59
H4 5.01 2.23 -1.68
H5 0.45 1.64 0.60
H6 0.08 2.55 -1.22
Cl1 -0.37 1.41 4.40
C4 -1.41 0.84 3.15
C5 -2.72 0.47 3.49
C6 -3.59 0.08 2.52
Cl2 -5.23 -0.28 2.95
C7 -3.17 0.00 1.17
C8 -4.06 -0.31 0.13
C9 -3.61 -0.35 -1.17
C10 -2.25 -0.17 -1.40
N5 -1.38 0.09 -0.44
C11 -1.81 0.28 0.85
C12 -0.93 0.81 1.85
O1 0.29 1.27 1.60
H7 -3.03 0.54 4.52
H8 -5.10 -0.50 0.36
H9 -4.28 -0.55 -1.99
H10 -1.85 -0.28 -2.40
N6 2.78 -4.80 0.05
C13 1.71 -4.16 -0.46
C14 1.68 -2.76 -0.58
N7 0.62 -2.15 -1.09
C15 -0.43 -2.89 -1.47
C16 -0.38 -4.26 -1.34
N8 0.67 -4.90 -0.84
H11 3.59 -4.30 0.38
H12 2.75 -5.80 0.14
H13 2.50 -2.14 -0.25
H14 -1.29 -2.39 -1.89
H15 -1.22 -4.87 -1.65

[2]
Density functional theory data (ωB97M-V with the def2-TZVPD basis set) for C16H15ClN4O3S in the gas phase at a distorted geometry.

Calculated values
E_HOMO in eV: -8.35
Strongest force on any atom in eV/Å: 1.4
E_LUMO in eV: 0.422
Structure (SMILES): CC(=O)CSc1nc2c(c(=O)[nH]c(=O)n2C)n1Cc1ccccc1Cl
Frontier orbital gap in Eh: 0.3223
Energy above the lowest of the compared OMol25 structures with the same formula, charge and spin in kcal/mol: 0.4

Positions of all 40 atoms, in Å:
C1 -1.62 1.53 3.54
C2 -0.77 2.74 3.30
O1 -0.68 3.66 4.06
C3 0.04 2.72 2.01
S1 -0.86 2.10 0.56
C4 -0.34 0.45 0.56
N1 0.49 -0.07 1.46
C5 0.64 -1.36 1.09
C6 -0.11 -1.63 -0.05
C7 -0.14 -2.92 -0.65
O2 -0.74 -3.29 -1.64
N2 0.67 -3.80 0.07
C8 1.43 -3.58 1.21
O3 2.08 -4.46 1.71
N3 1.39 -2.30 1.72
C9 2.15 -1.96 2.90
N4 -0.74 -0.44 -0.37
C10 -1.60 -0.20 -1.50
C11 -0.85 0.53 -2.59
C12 0.25 -0.08 -3.18
C13 0.99 0.56 -4.15
C14 0.63 1.84 -4.56
C15 -0.47 2.46 -4.00
C16 -1.20 1.81 -3.02
Cl1 -2.58 2.61 -2.35
H1 -1.97 1.51 4.57
H2 -2.48 1.56 2.88
H3 -1.05 0.62 3.32
H4 0.39 3.72 1.78
H5 0.89 2.04 2.14
H6 0.72 -4.75 -0.28
H7 2.85 -1.15 2.68
H8 2.69 -2.85 3.21
H9 1.48 -1.63 3.69
H10 -2.47 0.38 -1.18
H11 -1.92 -1.18 -1.87
H12 0.52 -1.08 -2.87
H13 1.85 0.07 -4.59
H14 1.20 2.35 -5.32
H15 -0.77 3.45 -4.31

[3]
Density functional theory data (ωB97M-V with the def2-TZVPD basis set) for 2 unconnected molecules or ions with the total composition C16H15ClOS2 at a distorted geometry.

Calculated values
E_HOMO in eV: -5.91
Strongest force on any atom in eV/Å: 2.1
E_LUMO in eV: -2.523
Frontier orbital gap in Eh: 0.1244

Positions of all 35 atoms, in Å:
Cl1 -5.09 4.03 1.08
C1 -3.73 2.98 1.01
C2 -2.99 2.70 2.18
C3 -1.89 1.87 2.12
C4 -1.43 1.25 0.88
O1 -0.40 0.53 0.82
C5 -2.26 1.55 -0.27
C6 -3.36 2.39 -0.21
H1 -3.29 3.16 3.12
H2 -1.30 1.65 3.01
H3 -1.98 1.08 -1.21
H4 -3.94 2.59 -1.10
C7 3.73 -2.15 2.51
C8 2.52 -2.84 2.30
C9 1.63 -2.40 1.33
C10 2.01 -1.33 0.48
C11 1.34 -1.15 -0.79
S1 1.96 -0.02 -1.91
C12 0.47 0.64 -2.73
C13 -0.47 -0.42 -3.30
C14 -1.00 -1.46 -2.32
S2 0.24 -2.35 -1.33
C15 3.12 -0.54 0.81
C16 4.01 -0.98 1.79
H5 4.44 -2.51 3.27
H6 2.28 -3.73 2.90
H7 0.65 -2.87 1.21
H8 -0.03 1.36 -2.07
H9 0.96 1.21 -3.53
H10 -1.32 0.08 -3.76
H11 0.08 -0.96 -4.10
H12 -1.77 -1.06 -1.64
H13 -1.42 -2.32 -2.85
H14 3.28 0.41 0.31
H15 4.92 -0.41 1.99

[4]
Density functional theory data (ωB97M-V with the def2-TZVPD basis set) for a molecular structure, C16H15F6N3O5PS5Ti at a distorted geometry.

Calculated values
E_HOMO (alpha / beta) in eV: -6.23 / -8.88
<S²>: 3.8150
Strongest force on any atom in eV/Å: 1.8
E_LUMO (alpha / beta) in eV: -1.074 / -3.518
Spin multiplicity: 4
Frontier orbital gap (alpha / beta) in Eh: 0.1897 / 0.1971

Positions of all 52 atoms, in Å:
Ti1 0.07 -0.26 0.54
O1 1.70 -0.79 1.25
C1 2.55 0.09 1.82
C2 2.44 1.49 1.66
C3 3.29 2.32 2.42
C4 3.18 3.68 2.33
C5 2.26 4.31 1.51
C6 1.44 3.51 0.73
C7 1.50 2.13 0.79
O2 0.67 1.40 0.02
N1 4.06 4.52 3.19
O3 3.94 5.73 3.10
O4 4.86 3.96 3.90
H1 3.34 -0.33 2.43
H2 4.03 1.89 3.08
H3 2.21 5.39 1.48
H4 0.72 3.96 0.05
C8 1.58 -4.12 0.58
S1 2.69 -4.26 -0.85
C9 3.02 -2.64 -1.29
C10 2.09 -1.58 -1.51
S2 0.43 -1.73 -1.50
S3 2.83 -0.07 -1.87
C11 4.46 -0.61 -2.05
S4 5.66 0.28 -2.62
S5 4.65 -2.27 -1.57
H5 1.38 -5.16 0.86
H6 0.65 -3.62 0.33
H7 2.09 -3.60 1.39
N2 -1.86 0.15 -0.34
C12 -2.70 0.27 -1.12
N3 -3.64 0.43 -2.03
C13 -5.03 0.04 -1.74
C14 -5.29 -1.34 -2.31
O5 -4.96 -1.39 -3.69
C15 -3.59 -1.10 -3.92
C16 -3.27 0.30 -3.46
H8 -5.68 0.77 -2.21
H9 -5.18 0.06 -0.66
H10 -6.34 -1.59 -2.23
H11 -4.70 -2.09 -1.77
H12 -3.42 -1.20 -4.99
H13 -2.97 -1.82 -3.38
H14 -3.87 1.03 -4.01
H15 -2.21 0.54 -3.57
F1 -0.96 -1.73 1.59
P1 -1.34 -0.96 3.13
F2 -1.62 -0.15 4.45
F3 0.11 -1.38 3.60
F4 -1.95 -2.33 3.63
F5 -2.71 -0.52 2.47
F6 -0.63 0.43 2.39

[5]
Density functional theory data (ωB97M-V with the def2-TZVPD basis set) for a molecular structure, C16H15F6N7O9S3V at a distorted geometry.

Calculated values
E_HOMO (alpha / beta) in eV: -5.05 / -6.01
<S²>: 2.0106
Total charge: -1
Strongest force on any atom in eV/Å: 1.8
E_LUMO (alpha / beta) in eV: 2.235 / 2.226
Spin multiplicity: 3
Frontier orbital gap (alpha / beta) in Eh: 0.2678 / 0.3027
Energy above the lowest of the compared OMol25 structures with the same formula, charge and spin in kcal/mol: 27.5

Positions of all 57 atoms, in Å:
V1 -1.05 -0.76 -0.18
N1 -2.51 -1.49 1.10
C1 -2.23 -2.88 1.51
C2 -1.47 -3.55 0.35
O1 -1.52 -4.77 0.18
N2 -0.82 -2.63 -0.37
C3 -0.22 -2.96 -1.64
C4 -0.74 -1.87 -2.63
O2 -0.70 -2.04 -3.82
O3 -1.20 -0.83 -1.99
H1 -2.83 -0.90 1.87
H2 -3.26 -1.48 0.41
H3 -3.13 -3.45 1.74
H4 -1.58 -2.88 2.38
H5 -0.47 -3.97 -1.97
H6 0.87 -2.84 -1.59
F1 -6.83 1.05 -2.00
C5 -5.85 1.33 -1.13
F2 -6.08 0.61 -0.03
F3 -5.95 2.63 -0.82
S1 -4.17 0.90 -1.88
O4 -3.83 -0.30 -1.15
O5 -4.43 0.80 -3.27
N3 -3.27 2.14 -1.49
S2 -2.57 2.02 -0.08
O6 -1.26 1.40 -0.05
O7 -3.45 1.65 1.00
C6 -2.19 3.81 0.22
F4 -1.48 4.35 -0.76
F5 -3.33 4.49 0.36
F6 -1.50 3.90 1.36
N4 7.16 -0.31 -0.03
C7 5.83 -0.01 -0.33
C8 5.00 -0.99 -0.88
C9 3.70 -0.66 -1.23
C10 3.22 0.62 -1.03
C11 4.04 1.60 -0.48
C12 5.34 1.28 -0.14
S3 1.49 0.90 -1.34
O8 1.19 2.27 -1.02
O9 1.20 0.43 -2.65
N5 0.83 -0.19 -0.25
C13 0.88 0.14 1.05
N6 1.80 0.94 1.61
C14 1.72 1.08 2.92
C15 0.76 0.45 3.70
C16 -0.18 -0.30 3.03
N7 -0.14 -0.46 1.71
H7 7.37 -1.29 0.09
H8 7.61 0.28 0.64
H9 5.37 -1.99 -1.02
H10 3.03 -1.39 -1.67
H11 3.64 2.59 -0.32
H12 5.99 2.04 0.29
H13 2.46 1.74 3.36
H14 0.74 0.55 4.78
H15 -0.99 -0.79 3.56

[6]
Density functional theory data (ωB97M-V with the def2-TZVPD basis set) for a molecular structure, C16H15F9GaO2S at a distorted geometry.

Calculated values
E_HOMO in eV: -6.10
Total charge: -1
Strongest force on any atom in eV/Å: 8.1
E_LUMO in eV: 2.228
Frontier orbital gap in Eh: 0.3061

Positions of all 44 atoms, in Å:
O1 3.73 -3.87 0.71
S1 4.07 -2.93 -0.49
O2 5.41 -2.21 -0.08
Ga1 4.58 -4.21 -2.33
C1 2.82 -1.57 -0.79
F1 3.50 -0.55 -1.67
F2 2.54 -0.88 0.49
C2 1.46 -2.02 -1.59
F3 1.69 -2.05 -3.09
F4 0.47 -0.91 -1.38
C3 0.74 -3.38 -1.03
F5 0.77 -3.54 0.44
F6 1.31 -4.56 -1.78
C4 -0.88 -3.36 -1.45
F7 -1.11 -2.91 -2.84
F8 -1.71 -2.66 -0.44
F9 -1.31 -4.81 -1.41
H1 4.20 -3.57 -3.75
H2 6.18 -4.48 -2.26
H3 3.89 -5.68 -2.26
C5 1.15 1.89 0.11
C6 2.44 2.41 0.11
C7 2.68 3.68 0.62
C8 1.62 4.44 1.13
C9 0.33 3.92 1.13
C10 0.09 2.64 0.62
H4 0.96 0.89 -0.29
H5 3.27 1.82 -0.28
H6 3.69 4.09 0.61
H7 1.81 5.43 1.53
H8 -0.49 4.50 1.53
H9 -0.92 2.24 0.62
C11 -4.65 0.48 1.65
C12 -5.54 1.03 2.57
C13 -5.80 2.40 2.55
C14 -5.18 3.22 1.61
C15 -4.29 2.66 0.69
C16 -4.02 1.30 0.71
H10 -4.44 -0.59 1.67
H11 -6.03 0.40 3.31
H12 -6.49 2.84 3.28
H13 -5.38 4.29 1.59
H14 -3.81 3.30 -0.05
H15 -3.33 0.86 0.00

Question: Among the records above, which one has the highest strongest force on any atom?
Answer: C16H15F9GaO2S